(1)
C44H53BCsN8O3Sb2 | the ωB97M-V functional and the def2-TZVPD basis

Calculated values
* gap between HOMO and LUMO: 7.737 eV
* F_max: 0.65 eV/Å
* highest occupied orbital energy: -5.67 eV
* charge: -1
* energy relative to the best compared isomer or geometry (same formula, charge and spin): 2.02 kcal/mol

Geometry as XYZ:
```
112
Properties=species:S:1:pos:R:3:forces:R:3:lowdin_charge:R:1
Cs -2.347 -0.701 0.228 0.406 0.303 -0.385 0.977
B -3.311 -0.941 -3.310 -0.011 0.204 -0.029 -0.479
N -2.849 0.552 -3.293 -0.013 0.019 0.022 -0.105
C -3.248 1.502 -4.153 0.034 0.045 -0.065 -0.113
C -2.683 2.706 -3.780 -0.004 -0.003 -0.012 -0.088
C -1.935 2.378 -2.645 0.115 -0.017 0.027 -0.213
N -2.033 1.081 -2.358 -0.138 0.040 0.054 -0.045
N -2.096 -1.882 -3.515 0.070 0.033 0.027 -0.097
C -1.843 -2.643 -4.589 0.062 -0.049 -0.104 -0.110
C -0.691 -3.370 -4.352 -0.060 0.032 -0.055 -0.084
C -0.309 -2.966 -3.069 0.103 0.114 0.030 -0.235
N -1.153 -2.063 -2.571 -0.166 -0.234 -0.023 0.001
H -4.033 -1.039 -4.278 -0.014 -0.130 0.028 0.067
H -3.890 -1.230 -2.282 0.076 0.059 -0.024 0.031
H -3.905 1.254 -4.971 -0.004 -0.015 0.011 0.107
H -2.784 3.666 -4.256 -0.009 -0.005 -0.005 0.082
H -1.311 3.020 -2.038 -0.005 -0.012 0.006 0.097
H -2.501 -2.613 -5.442 0.004 -0.004 0.008 0.109
H -0.204 -4.077 -5.002 -0.011 0.002 -0.011 0.080
H 0.545 -3.285 -2.490 -0.015 0.003 0.020 0.092
C 1.405 0.432 -1.543 -0.054 -0.035 0.012 -0.396
C 1.480 -0.952 -0.908 0.085 -0.061 -0.022 -0.392
C 2.062 -0.905 0.508 0.075 0.014 0.047 -0.360
Sb 0.842 0.289 1.833 -0.090 0.084 0.004 1.446
C 1.814 -0.234 3.664 0.054 -0.108 -0.035 -0.377
C 2.181 -1.555 3.923 -0.009 0.086 0.029 -0.132
C 2.759 -1.902 5.138 -0.004 -0.007 0.000 -0.098
C 2.972 -0.935 6.110 0.009 -0.013 0.012 -0.111
C 2.597 0.379 5.866 -0.003 0.022 -0.004 -0.099
C 2.018 0.726 4.652 0.021 0.041 0.015 -0.138
C 1.903 2.134 1.511 0.050 0.005 -0.006 -0.386
C 1.204 3.217 0.981 -0.002 -0.010 -0.004 -0.158
C 1.853 4.403 0.661 -0.001 0.006 0.015 -0.110
C 3.219 4.524 0.875 -0.004 0.008 -0.003 -0.109
C 3.929 3.456 1.409 0.000 0.008 -0.006 -0.095
C 3.273 2.273 1.722 0.012 -0.037 0.022 -0.128
Sb 0.961 0.490 -3.661 0.034 0.197 0.105 1.513
C 1.322 2.622 -3.806 0.013 -0.048 -0.007 -0.397
C 2.007 3.364 -2.844 -0.027 0.008 -0.003 -0.126
C 2.192 4.734 -2.994 -0.009 -0.024 0.006 -0.095
C 1.699 5.386 -4.114 -0.016 0.002 -0.024 -0.104
C 1.013 4.662 -5.081 0.012 0.020 0.001 -0.102
C 0.824 3.296 -4.920 -0.004 -0.042 -0.005 -0.154
C 2.991 -0.066 -4.179 -0.129 -0.259 0.000 -0.379
C 3.254 -1.440 -4.188 0.048 0.038 -0.064 -0.154
C 4.517 -1.929 -4.489 0.025 0.020 -0.003 -0.102
C 5.542 -1.047 -4.808 -0.011 -0.027 0.008 -0.113
C 5.291 0.317 -4.823 0.008 0.019 -0.001 -0.104
C 4.027 0.801 -4.509 -0.007 0.121 0.061 -0.122
H 2.370 0.924 -1.402 -0.009 0.070 -0.047 0.053
H 0.639 1.052 -1.066 -0.004 -0.012 0.013 0.026
H 2.123 -1.590 -1.527 0.000 -0.029 0.023 0.087
H 0.496 -1.428 -0.909 0.044 0.071 0.034 0.037
H 3.075 -0.494 0.492 -0.010 0.000 0.014 0.059
H 2.102 -1.903 0.947 -0.023 -0.010 -0.017 0.037
H 1.987 -2.320 3.183 0.012 -0.036 -0.005 0.078
H 3.039 -2.932 5.328 -0.002 -0.001 -0.009 0.096
H 3.422 -1.206 7.058 -0.001 0.002 -0.001 0.092
H 2.749 1.137 6.626 -0.002 0.000 -0.003 0.096
H 1.707 1.750 4.479 0.003 -0.020 -0.001 0.084
H 0.136 3.132 0.807 -0.010 0.012 0.007 0.089
H 1.294 5.228 0.235 -0.010 -0.005 0.006 0.101
H 3.730 5.446 0.626 -0.002 -0.002 -0.001 0.095
H 4.996 3.545 1.577 -0.002 -0.005 0.002 0.096
H 3.838 1.444 2.136 0.003 0.014 0.000 0.099
H 2.397 2.889 -1.952 0.004 -0.003 0.003 0.080
H 2.719 5.287 -2.225 0.004 -0.002 -0.007 0.091
H 1.843 6.453 -4.233 0.000 -0.002 0.001 0.094
H 0.617 5.164 -5.956 -0.002 -0.005 0.004 0.095
H 0.262 2.748 -5.669 0.001 0.010 -0.004 0.088
H 2.453 -2.141 -3.972 0.012 -0.003 0.009 0.074
H 4.702 -2.997 -4.482 -0.003 0.003 -0.001 0.096
H 6.530 -1.423 -5.048 -0.002 0.000 0.000 0.092
H 6.085 1.010 -5.077 -0.002 -0.002 0.002 0.095
H 3.850 1.871 -4.514 0.015 -0.022 -0.011 0.087
C -4.584 2.398 3.839 -0.001 0.032 0.029 -0.013
N -3.157 2.669 3.758 0.071 -0.081 0.012 -0.124
C -2.568 3.886 3.537 -0.046 0.044 0.035 -0.086
C -1.221 3.667 3.584 0.027 0.037 -0.005 -0.169
N -0.968 2.344 3.831 0.009 -0.119 0.011 0.045
C -2.150 1.776 3.929 -0.034 0.164 -0.121 -0.169
H -5.120 3.280 3.494 0.012 -0.017 -0.012 0.085
H -4.870 2.197 4.872 -0.011 0.018 -0.006 0.090
H -4.844 1.541 3.221 0.024 -0.058 -0.004 0.054
H -3.151 4.774 3.366 -0.003 -0.008 -0.003 0.107
H -0.424 4.378 3.442 0.004 -0.006 -0.002 0.091
H -2.343 0.726 4.084 -0.010 0.007 0.009 0.114
C -0.810 -4.313 -0.014 0.033 -0.012 0.016 -0.045
N -1.424 -4.391 1.296 -0.103 0.031 0.092 -0.075
C -2.681 -5.122 1.350 0.017 -0.076 0.013 -0.163
C -2.991 -5.475 2.790 -0.010 0.010 -0.004 -0.147
C -3.047 -4.196 3.598 0.038 -0.012 -0.081 -0.168
N -1.859 -3.388 3.370 0.059 0.052 0.076 -0.067
C -1.793 -2.188 4.184 -0.021 -0.014 -0.010 -0.026
C -1.133 -3.414 2.211 0.087 -0.093 0.082 -0.507
O -0.200 -2.619 2.024 -0.150 0.055 -0.152 -0.090
H -0.592 -5.321 -0.374 0.002 0.008 -0.001 0.093
H 0.113 -3.745 0.052 0.005 -0.007 -0.008 0.078
H -1.470 -3.825 -0.736 0.002 0.002 -0.038 0.072
H -2.557 -6.027 0.751 0.002 0.006 -0.003 0.120
H -3.492 -4.525 0.920 0.015 -0.002 0.003 0.112
H -2.213 -6.138 3.176 -0.003 -0.003 0.022 0.117
H -3.949 -5.992 2.858 0.008 -0.006 -0.011 0.115
H -3.097 -4.416 4.669 -0.001 0.003 0.006 0.120
H -3.932 -3.621 3.316 -0.016 0.012 0.031 0.110
H -1.875 -2.463 5.238 0.010 -0.001 -0.005 0.092
H -2.624 -1.519 3.929 -0.001 0.002 -0.001 0.076
H -0.847 -1.681 4.023 -0.001 0.001 0.005 0.069
O -4.650 -0.410 2.406 -0.021 0.043 -0.043 -0.157
C -4.969 -1.447 1.785 -0.010 -0.091 0.168 -0.668
O -4.187 -2.335 1.372 -0.463 -0.421 0.179 -0.309
H -6.049 -1.601 1.561 -0.025 0.063 0.038 0.116
```
Forces are in eV/Å.

(2)
C44H53I3N5O2W | the ωB97M-V functional and the def2-TZVPD basis

Calculated values
* gap between HOMO and LUMO (spin up / spin down): 4.498 / 4.496 eV
* F_max: 3.03 eV/Å
* highest occupied orbital energy (spin up / spin down): -15.95 / -15.95 eV
* charge: +3
* energy relative to the best compared isomer or geometry (same formula, charge and spin): 27.41 kcal/mol

Geometry as XYZ:
```
108
Properties=species:S:1:pos:R:3:forces:R:3:lowdin_charge:R:1
W -2.126 0.278 0.107 -0.950 -2.355 0.402 1.410
C 4.353 2.322 -2.576 -0.290 -0.081 -0.077 -0.048
C 3.446 1.675 -3.626 0.464 0.107 -0.527 -0.545
C 4.158 0.420 -4.181 -0.271 0.090 0.343 -0.016
C 3.240 2.668 -4.786 -0.129 0.005 0.365 -0.016
C 2.106 1.238 -3.074 0.159 0.185 1.136 -0.099
C 1.763 1.406 -1.736 0.684 0.178 -0.473 0.092
C 0.572 0.869 -1.237 -1.057 -0.404 0.495 -0.149
N 0.010 0.927 0.008 0.948 1.525 -0.004 0.057
C 0.510 1.511 1.141 -0.821 -0.987 -0.856 -0.137
C 1.822 1.841 1.464 0.792 0.537 0.503 0.073
C 2.107 2.481 2.669 0.421 -0.692 -1.443 -0.091
C 1.032 2.848 3.495 -1.011 -0.091 -0.086 0.138
C -0.286 2.473 3.268 -0.477 0.082 0.221 -0.043
C -0.534 1.692 2.121 -0.156 -0.264 -0.239 -0.182
O -1.679 1.080 1.789 0.620 1.097 0.956 -0.479
C -1.416 2.870 4.209 -0.284 -0.306 0.162 -0.525
C -1.884 1.585 4.920 0.059 0.217 -0.123 -0.035
C -2.553 3.505 3.394 0.146 -0.129 -0.148 -0.046
C -0.998 3.876 5.279 0.094 -0.099 -0.170 -0.035
C 3.548 2.732 3.047 0.612 -0.549 -0.011 -0.544
C 3.714 3.408 4.405 -0.166 0.163 -0.158 -0.041
C 4.243 1.345 3.124 -0.201 0.353 0.048 -0.017
C 4.242 3.578 1.968 -0.264 0.099 0.130 -0.016
C -0.329 0.201 -2.138 0.761 0.368 0.081 -0.194
O -1.442 -0.244 -1.541 0.782 0.269 -1.020 -0.286
C -0.048 0.112 -3.509 -0.547 -0.326 0.116 -0.050
C 1.173 0.618 -3.930 -0.414 -0.194 0.355 0.122
C -1.093 -0.458 -4.454 -0.295 -0.115 -0.030 -0.524
C -1.438 -1.891 -4.016 0.069 0.105 0.121 -0.019
C -0.626 -0.494 -5.909 0.006 0.061 0.288 -0.032
C -2.338 0.441 -4.357 0.068 -0.070 0.153 -0.013
H 5.303 2.596 -3.028 0.006 -0.022 -0.062 0.103
H 4.567 1.632 -1.760 0.039 -0.038 0.140 0.088
H 3.909 3.235 -2.182 -0.014 0.114 0.116 0.093
H 5.142 0.686 -4.556 0.082 0.084 -0.051 0.103
H 3.599 -0.031 -4.995 -0.044 -0.104 -0.149 0.085
H 4.279 -0.316 -3.390 0.094 -0.176 0.039 0.095
H 4.208 2.988 -5.164 0.053 0.023 -0.029 0.103
H 2.697 3.543 -4.433 -0.013 0.173 -0.067 0.098
H 2.689 2.231 -5.613 -0.076 -0.071 -0.148 0.084
H 2.391 1.999 -1.098 0.175 -0.011 0.055 0.098
H 2.623 1.543 0.810 0.097 0.063 -0.043 0.112
H 1.247 3.438 4.369 -0.038 0.080 0.137 0.115
H -2.100 0.790 4.213 -0.062 -0.107 0.002 0.003
H -2.786 1.789 5.490 -0.095 -0.015 0.099 0.102
H -1.113 1.238 5.602 0.080 -0.086 0.135 0.100
H -2.920 2.841 2.614 -0.049 0.132 0.008 -0.020
H -2.210 4.423 2.921 0.008 0.126 -0.051 0.102
H -3.388 3.752 4.043 -0.088 0.028 0.124 0.103
H -0.227 3.482 5.938 0.076 -0.012 0.097 0.094
H -1.867 4.103 5.892 -0.014 0.020 0.047 0.106
H -0.655 4.810 4.839 0.076 0.128 -0.020 0.103
H 3.261 2.828 5.205 -0.046 -0.065 0.147 0.096
H 3.291 4.411 4.402 -0.063 0.130 0.079 0.099
H 4.772 3.511 4.630 0.063 -0.030 0.003 0.104
H 3.775 0.732 3.891 0.015 -0.122 0.061 0.096
H 5.287 1.491 3.386 0.112 -0.021 0.042 0.101
H 4.205 0.817 2.174 0.016 -0.078 -0.105 0.078
H 3.739 4.537 1.866 0.039 0.149 -0.066 0.100
H 4.250 3.087 0.999 -0.001 -0.100 -0.148 0.071
H 5.273 3.760 2.256 0.093 0.017 0.040 0.103
H 1.415 0.555 -4.976 0.000 -0.030 -0.194 0.119
H -0.555 -2.523 -4.086 0.064 -0.143 -0.013 0.098
H -2.203 -2.305 -4.667 -0.077 -0.042 -0.081 0.100
H -1.810 -1.915 -2.990 -0.044 -0.118 -0.118 0.058
H 0.259 -1.114 -6.025 0.154 -0.067 -0.089 0.099
H -0.429 0.504 -6.290 0.066 0.098 -0.090 0.100
H -1.413 -0.928 -6.518 -0.070 -0.032 -0.080 0.103
H -2.737 0.468 -3.340 -0.027 0.028 -0.170 0.045
H -3.113 0.068 -5.021 -0.106 -0.044 -0.081 0.103
H -2.098 1.459 -4.655 -0.006 0.141 -0.064 0.103
I -6.916 -1.794 1.032 -0.052 0.163 0.367 0.879
C -6.386 -0.534 2.657 0.372 -0.041 -0.453 -0.995
I -4.395 0.407 2.405 -1.041 -0.194 0.574 1.068
H -6.334 -1.122 3.569 0.224 0.067 -0.115 -0.021
H -7.108 0.274 2.748 0.246 0.051 -0.133 -0.017
N 1.787 -9.656 -0.518 0.216 -0.728 -0.198 0.216
C 1.519 -8.583 -0.237 0.019 0.115 0.026 -0.164
C 1.145 -7.257 0.107 -0.153 0.528 0.134 -0.199
C 0.409 -6.499 -0.802 0.071 -0.010 0.125 0.010
C -0.025 -5.238 -0.446 -0.007 0.178 0.245 -0.002
C 0.286 -4.731 0.814 0.353 -0.945 -0.375 -0.184
C 1.050 -5.471 1.711 -0.110 0.241 -0.159 0.015
C 1.482 -6.735 1.356 -0.163 -0.008 -0.157 0.022
N -0.230 -3.466 1.196 -0.160 0.775 -0.201 0.011
C -0.686 -3.124 2.436 -0.315 0.513 0.358 0.015
C -1.170 -1.853 2.341 -0.010 0.025 0.533 -0.083
N -1.014 -1.407 1.050 0.328 -0.333 -0.285 -0.067
C -0.435 -2.414 0.394 0.130 0.243 -0.485 -0.105
H 0.157 -6.909 -1.769 0.003 -0.042 -0.020 0.135
H -0.631 -4.669 -1.135 -0.092 0.065 -0.061 0.107
H 1.315 -5.065 2.673 0.039 0.057 0.144 0.123
H 2.062 -7.327 2.045 0.055 -0.036 0.055 0.139
H -0.664 -3.797 3.270 0.026 -0.116 0.109 0.146
H -1.590 -1.232 3.114 -0.092 -0.073 -0.020 0.092
H -0.127 -2.375 -0.639 -0.072 -0.141 0.002 0.149
I -2.613 2.823 -0.698 0.065 -0.651 -0.048 0.553
C -3.911 -0.380 -0.885 0.440 -2.137 0.274 -0.366
C -4.857 -0.610 -1.889 0.085 1.144 0.220 -0.060
C -5.167 -1.912 -2.257 0.292 0.286 0.321 -0.032
C -4.560 -2.972 -1.593 0.118 0.263 0.184 -0.039
C -3.655 -2.703 -0.585 0.522 -0.422 0.599 -0.107
N -3.340 -1.437 -0.265 -1.230 2.379 -1.426 -0.128
H -5.337 0.226 -2.379 0.021 0.039 -0.062 0.128
H -5.877 -2.096 -3.052 -0.031 0.033 -0.030 0.139
H -4.799 -3.991 -1.850 0.045 -0.139 0.059 0.133
H -3.188 -3.498 -0.012 0.030 0.071 -0.062 0.131
```
Forces are in eV/Å.